Entry 1:
214
Properties=species:S:1:pos:R:3 method="wB97M-V/def2-TZVPD" e_homo_ev=-20.5 homo_lumo_gap_ev=9.865 de_lowest_kcal_mol=141.3 charge=+6 total_energy_ev=-85598.18451 largest_force_ev_per_a=2.679
N -19.34 -1.12 -16.74
O -18.74 -0.10 -16.34
O -18.70 -1.96 -17.40
O -20.51 -1.30 -16.49
C -18.81 0.44 -20.22
C -19.32 1.87 -20.35
C -19.78 2.11 -21.78
C -18.61 2.62 -22.62
N -18.98 2.94 -24.11
C -17.68 3.03 -24.89
C -17.25 4.53 -24.80
C -18.62 5.23 -25.08
C -19.57 4.39 -24.23
C -19.90 1.89 -24.83
H -18.54 0.27 -19.18
H -17.88 0.45 -20.78
H -19.40 -0.34 -20.71
H -18.62 2.64 -20.03
H -20.29 1.87 -19.84
H -20.51 2.91 -21.73
H -20.28 1.23 -22.20
H -17.86 1.83 -22.69
H -18.07 3.50 -22.27
H -17.72 2.56 -25.87
H -16.97 2.38 -24.38
H -16.50 4.61 -25.58
H -16.79 4.87 -23.88
H -19.00 5.10 -26.10
H -18.61 6.29 -24.83
H -20.53 4.25 -24.72
H -19.69 4.75 -23.21
H -19.98 2.06 -25.90
H -20.95 1.76 -24.57
H -19.50 0.89 -24.65
C -18.34 -6.01 -22.07
C -19.07 -4.71 -21.94
C -19.84 -4.53 -20.62
C -20.89 -5.61 -20.30
N -21.35 -5.57 -18.80
C -22.49 -6.55 -18.45
C -23.39 -5.94 -17.31
C -22.91 -4.49 -17.19
C -22.02 -4.28 -18.40
C -20.15 -5.90 -17.86
H -19.06 -6.82 -22.23
H -17.70 -6.23 -21.22
H -17.74 -5.91 -22.97
H -19.69 -4.55 -22.82
H -18.37 -3.88 -22.06
H -20.41 -3.62 -20.77
H -19.04 -4.43 -19.88
H -20.56 -6.64 -20.43
H -21.76 -5.31 -20.88
H -22.13 -7.55 -18.23
H -23.14 -6.68 -19.32
H -23.19 -6.58 -16.45
H -24.45 -5.93 -17.58
H -22.47 -4.30 -16.21
H -23.82 -3.91 -17.25
H -21.24 -3.51 -18.33
H -22.67 -4.04 -19.25
H -20.61 -6.35 -16.98
H -19.64 -5.00 -17.53
H -19.47 -6.61 -18.32
C -9.55 -2.81 -16.78
C -10.18 -2.32 -18.08
C -11.37 -3.26 -18.40
C -12.58 -3.04 -17.47
N -14.00 -3.44 -18.00
C -14.12 -4.94 -18.42
C -15.60 -5.35 -18.32
C -16.28 -4.33 -17.37
C -15.11 -3.35 -16.91
C -14.41 -2.47 -19.16
H -8.77 -2.18 -16.34
H -9.05 -3.77 -16.90
H -10.25 -3.05 -15.98
H -9.44 -2.34 -18.88
H -10.47 -1.28 -17.96
H -11.01 -4.28 -18.39
H -11.60 -2.95 -19.42
H -12.75 -2.05 -17.04
H -12.31 -3.70 -16.65
H -13.70 -5.13 -19.41
H -13.45 -5.36 -17.68
H -16.15 -5.37 -19.26
H -15.51 -6.37 -17.95
H -17.12 -3.77 -17.79
H -16.80 -4.83 -16.55
H -15.44 -2.32 -16.86
H -14.62 -3.77 -16.03
H -14.24 -1.42 -18.92
H -15.43 -2.67 -19.48
H -13.64 -2.63 -19.92
C -17.40 3.49 -16.74
C -17.65 4.17 -15.41
C -19.04 4.14 -14.83
C -19.60 2.67 -14.86
N -21.17 2.53 -14.71
C -21.67 3.15 -13.37
C -23.00 2.47 -13.14
C -22.58 0.97 -13.43
C -21.51 1.00 -14.51
C -21.75 3.09 -16.04
H -17.99 3.80 -17.61
H -17.42 2.40 -16.66
H -16.39 3.65 -17.13
H -17.49 5.24 -15.51
H -16.89 3.81 -14.71
H -19.67 4.89 -15.31
H -18.89 4.37 -13.77
H -19.04 2.13 -14.10
H -19.47 2.20 -15.84
H -21.69 4.21 -13.65
H -20.98 2.87 -12.58
H -23.76 2.69 -13.89
H -23.42 2.74 -12.17
H -23.47 0.36 -13.61
H -22.10 0.47 -12.60
H -22.04 0.67 -15.40
H -20.57 0.48 -14.30
H -21.18 2.56 -16.79
H -21.61 4.16 -16.20
H -22.82 2.88 -16.09
C -24.03 -5.94 -12.95
C -22.77 -5.21 -12.42
C -21.61 -5.02 -13.47
C -20.26 -5.02 -12.88
N -19.36 -3.86 -13.32
C -17.94 -3.92 -12.68
C -17.83 -2.80 -11.74
C -18.70 -1.69 -12.40
C -19.92 -2.40 -12.94
C -19.17 -3.91 -14.87
H -23.97 -7.03 -12.95
H -24.39 -5.64 -13.94
H -24.94 -5.73 -12.39
H -22.59 -5.87 -11.57
H -22.98 -4.24 -11.95
H -21.85 -4.22 -14.17
H -21.57 -5.90 -14.12
H -19.75 -5.91 -13.25
H -20.28 -4.97 -11.79
H -17.14 -3.80 -13.40
H -17.91 -4.86 -12.13
H -16.78 -2.59 -11.55
H -18.35 -2.99 -10.80
H -18.08 -1.15 -13.11
H -18.95 -0.99 -11.61
H -20.41 -1.80 -13.70
H -20.61 -2.53 -12.10
H -18.56 -4.77 -15.14
H -18.62 -3.02 -15.18
H -20.09 -3.84 -15.44
C -28.30 2.30 -20.02
C -28.01 1.55 -21.31
C -26.81 0.55 -21.26
C -25.43 1.22 -20.98
N -24.24 0.19 -20.73
C -24.60 -0.64 -19.46
C -23.29 -1.02 -18.77
C -22.52 0.27 -18.84
C -22.94 0.87 -20.30
C -24.07 -0.76 -21.96
H -28.42 1.58 -19.20
H -29.26 2.83 -20.01
H -27.55 3.06 -19.84
H -27.98 2.22 -22.17
H -28.93 0.98 -21.45
H -26.72 -0.01 -22.19
H -27.02 -0.15 -20.45
H -25.43 1.86 -20.09
H -24.95 1.76 -21.80
H -25.22 -1.50 -19.72
H -25.20 -0.02 -18.80
H -22.87 -1.81 -19.40
H -23.35 -1.36 -17.74
H -21.48 0.06 -18.61
H -22.93 0.95 -18.09
H -22.20 0.54 -21.04
H -22.97 1.95 -20.39
H -25.02 -1.25 -22.18
H -23.31 -1.34 -21.45
H -23.70 -0.32 -22.89
C -9.35 -0.52 -14.05
C -9.59 0.73 -14.82
C -11.11 0.92 -15.26
C -12.11 1.00 -14.10
N -13.61 1.32 -14.52
C -14.17 0.22 -15.45
C -15.61 0.04 -15.12
C -15.91 0.83 -13.89
C -14.54 1.21 -13.33
C -13.75 2.71 -15.16
H -8.30 -0.78 -13.95
H -9.80 -1.37 -14.55
H -9.88 -0.37 -13.10
H -8.87 0.82 -15.62
H -9.30 1.61 -14.24
H -11.28 0.10 -15.97
H -11.23 1.80 -15.89
H -11.94 1.79 -13.37
H -12.04 0.14 -13.44
H -13.92 0.42 -16.50
H -13.67 -0.69 -15.12
H -16.17 0.49 -15.94
H -15.90 -1.00 -15.07
H -16.40 1.79 -14.06
H -16.36 0.20 -13.12
H -14.50 2.21 -12.92
H -14.12 0.60 -12.53
H -13.12 2.63 -16.04
H -13.29 3.41 -14.46
H -14.81 2.91 -15.32

Entry 2:
11
Properties=species:S:1:pos:R:3 method="wB97M-V/def2-TZVPD" e_homo_ev=-9.9 homo_lumo_gap_ev=10.664 smiles="C/N=C(/C)Cl" de_lowest_kcal_mol=5.6 total_energy_ev=-17219.84724 largest_force_ev_per_a=3.813
C 0.34 0.34 0.30
C 1.11 0.02 1.54
C -1.29 -0.39 -1.36
N -0.54 -0.40 -0.16
Cl 1.22 1.84 -0.53
H 2.15 -0.37 1.27
H 1.18 0.88 2.26
H 0.59 -0.91 1.85
H -1.86 0.55 -1.54
H -2.19 -1.09 -1.42
H -0.72 -0.46 -2.22

Entry 3:
39
Properties=species:S:1:pos:R:3 method="wB97M-V/def2-TZVPD" e_homo_ev=-8.8 homo_lumo_gap_ev=9.523 de_lowest_kcal_mol=29.2 total_energy_ev=-35797.99222 largest_force_ev_per_a=1.192
C 1.34 1.58 -2.08
C 1.84 0.38 -1.33
N 1.06 -0.62 -1.29
O 1.49 -1.76 -0.60
C 0.42 -2.64 -0.42
O -0.38 -2.29 0.67
N -1.44 -1.50 0.24
C -2.19 -0.99 1.14
C -3.31 -0.18 0.65
C -3.91 -0.41 -0.59
C -4.97 0.35 -1.05
C -5.44 1.38 -0.25
C -4.88 1.65 0.99
C -3.82 0.87 1.43
H -3.38 1.08 2.38
H -5.26 2.46 1.59
F -6.47 2.13 -0.68
H -5.42 0.14 -2.00
F -3.50 -1.42 -1.37
C -1.99 -1.15 2.61
H -2.95 -1.21 3.13
H -1.42 -2.05 2.80
H -1.43 -0.31 3.01
H -0.19 -2.70 -1.33
H 0.89 -3.60 -0.17
C 3.19 0.43 -0.73
C 3.60 1.45 0.11
C 4.86 1.50 0.68
C 5.74 0.48 0.37
C 5.38 -0.57 -0.47
C 4.11 -0.58 -1.01
H 3.81 -1.39 -1.65
H 6.09 -1.35 -0.68
F 6.97 0.51 0.90
H 5.14 2.30 1.34
F 2.74 2.44 0.44
H 1.23 2.42 -1.40
H 0.38 1.35 -2.53
H 2.06 1.85 -2.85

Entry 4:
58
Properties=species:S:1:pos:R:3 method="wB97M-V/def2-TZVPD" e_homo_ev="-9.5 / -12.1" homo_lumo_gap_ev="5.928 / 8.217" multiplicity=3 de_lowest_kcal_mol=0.0 charge=+1 total_energy_ev=-51316.19680 largest_force_ev_per_a=4.750
W -0.25 -0.26 -0.25
O 3.98 -0.16 -0.85
C 2.75 -0.34 -0.38
O 1.74 -0.08 -1.11
C 2.54 -0.85 0.91
C 3.49 -1.21 1.89
C 3.05 -1.67 3.09
C 1.65 -1.73 3.36
C 0.80 -1.36 2.38
N 1.20 -0.98 1.15
C -0.68 -1.21 2.52
O -1.36 -1.67 3.39
O -1.14 -0.46 1.51
H 3.91 0.19 -1.75
H 4.54 -1.10 1.66
H 3.77 -1.96 3.85
H 1.26 -2.04 4.32
C -0.85 1.72 -4.05
C -0.23 1.60 -2.82
N -0.36 0.34 -2.37
N -1.07 -0.34 -3.29
C -1.37 0.46 -4.31
B -1.41 -1.82 -3.01
N -2.46 -1.86 -1.90
C -3.71 -2.33 -1.89
C -4.22 -2.21 -0.61
C -3.18 -1.65 0.13
N -2.12 -1.45 -0.66
N -0.15 -2.50 -2.42
C 0.54 -3.53 -2.92
C 1.44 -3.97 -1.97
C 1.22 -3.13 -0.88
N 0.26 -2.25 -1.16
H -0.91 2.60 -4.68
H 0.32 2.32 -2.25
H -1.92 0.09 -5.16
H -1.77 -2.38 -4.01
H -4.16 -2.72 -2.79
H -5.19 -2.50 -0.26
H -3.15 -1.39 1.17
H 0.33 -3.89 -3.91
H 2.13 -4.79 -2.04
H 1.70 -3.15 0.09
O -1.77 1.08 -0.32
N -1.68 2.05 0.50
N -0.52 2.26 0.85
O 0.44 1.48 0.37
C -0.16 3.31 1.77
C 1.06 3.22 2.41
C 1.40 4.21 3.32
C 0.53 5.26 3.57
C -0.70 5.32 2.91
C -1.05 4.35 2.00
H 1.72 2.39 2.20
H 2.35 4.16 3.83
H 0.79 6.02 4.29
H -1.37 6.15 3.11
H -2.00 4.39 1.47